DFT (wB97M-V/def2-TZVPD) results for a molecular structure, C40H41OP2Tl.

Structure (XYZ):
```
85
Properties=species:S:1:pos:R:3:lowdin_charge:R:1
C 0.5021 -1.3929 -3.9396 -0.113
C -0.5510 -1.8601 -3.1316 -0.363
C -1.8555 -1.8909 -3.6508 -0.071
C -2.1068 -1.5843 -4.9858 -0.062
C -1.0443 -1.2469 -5.8127 -0.056
C 0.2601 -1.1667 -5.3006 -0.071
P -0.2329 -2.1700 -1.3432 1.030
C -1.4824 -3.4475 -0.9492 -0.360
C -2.6824 -3.0909 -0.2847 -0.096
C -3.6339 -4.0870 -0.0398 -0.058
C -3.3971 -5.4110 -0.4376 -0.042
C -2.2364 -5.7397 -1.1449 -0.042
C -1.2825 -4.7585 -1.4052 -0.063
Tl 0.0041 0.2432 -0.1958 0.974
P 0.0438 2.2940 -1.7108 1.003
C -1.3706 2.2383 -2.8321 -0.371
C -1.1895 2.5735 -4.1788 -0.119
C -2.1775 2.3286 -5.1302 -0.043
C -3.4406 1.8782 -4.7294 -0.037
C -3.6589 1.6315 -3.3651 -0.055
C -2.6411 1.7863 -2.4206 -0.093
C -0.1113 3.7123 -0.5609 -0.352
C 0.6882 3.7165 0.6030 -0.106
C 0.4125 4.6280 1.6205 -0.057
C -0.6742 5.5027 1.5044 -0.030
C -1.4738 5.4792 0.3582 -0.043
C -1.2149 4.5749 -0.6743 -0.065
C 1.6326 2.3527 -2.5417 -0.421
C 2.6288 1.3643 -2.3699 -0.101
C 3.8766 1.5344 -2.9832 -0.042
C 4.1468 2.6609 -3.7733 -0.026
C 3.1688 3.6474 -3.9117 -0.038
C 1.9389 3.5124 -3.2729 -0.108
C 1.3997 -3.0145 -1.2951 -0.362
C 1.8876 -3.7419 -2.3928 -0.101
C 3.1922 -4.2392 -2.3823 -0.049
C 4.0094 -4.0400 -1.2703 -0.047
C 3.5164 -3.3593 -0.1487 -0.050
C 2.2077 -2.8607 -0.1447 -0.081
H 1.4858 2.9665 0.7090 0.110
H 1.0723 4.6663 2.4877 0.123
H -0.8625 6.2316 2.2947 0.125
H -2.2907 6.1802 0.2408 0.118
H -1.8522 4.5059 -1.5610 0.113
H -0.2578 3.0609 -4.4466 0.057
H -1.9725 2.5179 -6.1834 0.124
H -4.2417 1.7315 -5.4659 0.128
H -4.6539 1.3271 -3.0419 0.119
H -2.8093 1.5879 -1.3545 0.109
H 2.4123 0.4857 -1.7445 0.079
H 4.6617 0.7827 -2.8476 0.124
H 5.1234 2.7773 -4.2594 0.129
H 3.3526 4.5321 -4.5217 0.127
H 1.1920 4.2995 -3.3449 0.122
H 1.2749 -3.8771 -3.2821 0.111
H 3.5593 -4.7707 -3.2641 0.122
H 5.0311 -4.4266 -1.2687 0.121
H 4.1556 -3.2165 0.7287 0.121
H 1.8024 -2.3121 0.7184 0.088
H -2.8549 -2.0380 -0.0170 0.101
H -4.5781 -3.8087 0.4420 0.119
H -4.1313 -6.1772 -0.2056 0.119
H -2.0747 -6.7497 -1.5190 0.121
H -0.3975 -4.9847 -1.9956 0.103
H -2.6709 -2.1994 -2.9983 0.109
H -3.1111 -1.6120 -5.4050 0.120
H -1.2440 -1.0231 -6.8606 0.120
H 1.0849 -0.9341 -5.9639 0.113
H 1.4999 -1.2517 -3.5069 0.104
H 0.7956 1.7915 -5.1878 0.111
H 1.0464 1.4928 -4.5253 0.078
C 1.3654 -0.6787 4.1468 -0.016
C 0.3905 -0.0663 3.1162 -0.751
C -0.9766 -0.7453 3.2262 -0.045
C 0.2433 1.4279 3.4107 -0.050
O 0.8878 -0.2643 1.8263 -0.341
H 0.9756 -0.5422 5.1656 0.099
H 2.3647 -0.2198 4.0893 0.093
H 1.5428 -1.7517 3.9734 0.092
H -1.3881 -0.7358 4.2520 0.105
H -1.6860 -0.2573 2.5448 0.066
H -0.9230 -1.7775 2.8635 0.087
H 1.1748 1.9728 3.2302 0.084
H -0.5025 1.8919 2.7559 0.069
H -0.0713 1.6100 4.4507 0.104
```

Net charge = +2
Total energy = -67447.3775 eV
Molar mass = 804.1 g/mol

---

DFT (wB97M-V/def2-TZVPD) results for a molecular structure, C40H42BF2InN7O3S.

Structure (XYZ):
```
97
Properties=species:S:1:pos:R:3:lowdin_charge:R:1
In -1.1916 -0.3340 -0.9753 0.769
C -3.9611 -0.1744 -5.2876 0.007
C -3.5851 0.5579 -3.9933 -0.371
O -4.2159 0.2865 -3.0029 0.030
C -2.4920 1.5740 -3.9862 -0.151
C -1.6629 1.5876 -5.0867 -0.016
C -0.6729 2.5790 -5.1587 -0.066
C -0.6629 3.6377 -4.2762 -0.056
C -1.4924 3.6086 -3.1593 -0.005
C -2.4480 2.6072 -3.0575 -0.262
O -3.2889 2.6815 -1.9527 0.031
H -4.7014 -0.9705 -5.0941 0.077
H -3.1130 -0.6933 -5.8199 0.078
H -4.3356 0.6529 -5.9575 0.117
H -1.5774 0.6881 -5.7465 0.129
H 0.0019 2.5502 -5.9715 0.093
H 0.0599 4.4657 -4.2539 0.121
H -1.5278 4.4236 -2.4475 0.124
C 7.3095 5.6398 8.6583 -0.033
O 7.5430 4.3519 8.0219 -0.059
C 6.5352 3.7983 7.3735 -0.330
C 5.2128 4.0324 7.6655 -0.012
C 4.1630 3.5652 6.9020 -0.009
C 4.4360 2.7164 5.8599 -0.185
C 5.7541 2.3985 5.5778 -0.032
C 6.7934 3.0142 6.2548 0.014
C 3.4321 2.2270 4.9234 -0.228
N 2.3605 2.8570 4.4480 0.201
C 1.9210 2.0407 3.4622 -0.180
C 2.6522 0.8916 3.3438 -0.143
N 3.5846 0.9702 4.3432 0.178
C 2.3107 -0.1670 2.4487 -0.056
C 3.0195 -1.4448 2.3925 0.038
C 2.6713 -2.3099 1.3824 0.002
C 1.5492 -1.9776 0.4993 -0.160
N 0.8442 -0.9331 0.6340 0.039
C 1.2137 -0.0569 1.6355 -0.144
C 0.4345 1.1565 1.7083 -0.168
N -0.6320 1.3114 0.9083 -0.010
C -1.3165 2.4845 0.7673 -0.084
C -0.9951 3.5377 1.6689 -0.035
C -0.0309 3.3798 2.6427 0.021
C 0.6998 2.1638 2.6380 -0.046
H 8.3070 6.0553 8.6790 0.092
H 6.8639 5.4540 9.6290 0.093
H 6.6830 6.3276 8.0611 0.105
H 5.0214 4.8393 8.3896 0.118
H 3.1713 3.9222 7.1348 0.124
H 6.0554 1.7295 4.7314 0.128
H 7.8145 2.8627 5.9081 0.126
H 4.3718 0.3587 4.5125 0.155
H 3.8235 -1.6757 3.0386 0.101
H 3.2286 -3.1889 1.1190 0.104
H 1.2776 -2.6560 -0.3186 0.039
H -2.0943 2.6065 -0.0286 0.100
H -1.4290 4.5428 1.6534 0.114
H 0.2282 4.1902 3.3002 0.119
N -4.9641 -2.7172 -2.8590 0.075
C -4.1780 -2.3702 -1.6367 -0.407
C -4.9544 -1.6847 -0.5099 -0.094
C -4.0764 -1.4307 0.7136 -0.346
N -3.1037 -0.3121 0.5897 0.006
C -3.4330 -2.7319 1.1653 -0.101
C -2.7255 -3.5041 0.0530 -0.339
N -1.4457 -2.7681 -0.2687 -0.016
C -3.6011 -3.6602 -1.1190 -0.154
H -3.7902 1.8883 -2.0503 0.043
H -5.3731 -1.8381 -3.1201 0.041
H -5.7158 -3.3096 -2.5503 0.071
H -3.3381 -1.7226 -1.9049 0.058
H -5.8445 -2.1831 -0.2246 0.116
H -5.2076 -0.6343 -0.8517 0.129
H -4.7095 -1.1292 1.5522 0.142
H -2.4625 -0.2412 1.3454 0.056
H -3.6149 0.5407 0.4165 0.086
H -4.2596 -3.3772 1.5726 0.151
H -2.9187 -2.5288 2.0386 0.092
H -2.3812 -4.5148 0.3148 0.149
H -0.9532 -3.3221 -0.9801 0.042
H -0.8558 -2.8698 0.5698 0.076
H -4.4271 -4.3497 -0.8661 0.143
H -3.1475 -4.1177 -2.0070 0.123
S 1.2861 -3.5321 -2.7414 1.069
C 0.5675 -3.3848 -4.3694 -0.511
C -0.7958 -3.3398 -4.6263 -0.090
C -1.2581 -3.2382 -5.9046 -0.112
C -0.3971 -3.1460 -6.9423 -0.065
C 1.0399 -3.1442 -6.7532 -0.012
C 1.4719 -3.2545 -5.4239 -0.103
H -1.5209 -3.3188 -3.8501 0.090
H -2.3415 -3.3682 -6.1155 0.130
H -0.7524 -2.9396 -7.9228 0.095
H 1.7786 -3.0527 -7.5299 0.103
H 2.5013 -3.1788 -5.2154 0.096
F 1.6332 -5.9895 -3.9525 0.195
B 1.7694 -5.2288 -2.8595 -0.934
F 2.5771 -5.7396 -1.9183 0.159
```

Net charge = +1
Total energy = -80855.0731 eV
Molar mass = 864.5 g/mol

---

no.,LUMO energy (Eh)
1,-0.275
2,-0.094